No. 1
This record from the Open Molecules 2025 dataset describes a structure of composition C18H15IrN3O5Se2. The level of theory is ωB97M-V/def2-TZVPD.

```
! RIJCOSX wB97M-V def2-TZVPD def2/J DEFGRID3
* xyz 2 2
Ir -0.379 0.436 -0.654
O 0.703 0.690 3.904
C 0.485 0.611 2.601
O 0.008 1.456 1.895
C 0.876 -0.725 2.026
C 1.505 -1.694 2.783
C 1.814 -2.917 2.204
C 1.471 -3.143 0.887
C 0.863 -2.125 0.179
N 0.578 -0.929 0.723
C 0.391 -2.356 -1.223
O 0.296 -3.419 -1.736
O 0.062 -1.160 -1.803
H 0.449 1.566 4.227
H 1.741 -1.487 3.818
H 2.308 -3.686 2.783
H 1.648 -4.089 0.392
Se -0.772 1.848 -3.010
Se -1.663 -1.245 -2.833
C -2.562 -1.401 -1.184
C -3.625 -2.272 -1.031
C -4.212 -2.360 0.222
C -3.697 -1.608 1.270
C -2.617 -0.785 1.039
N -2.065 -0.666 -0.181
C 1.018 2.100 -2.467
C 1.977 2.839 -3.137
C 3.261 2.857 -2.617
C 3.539 2.150 -1.449
C 2.528 1.452 -0.834
N 1.281 1.439 -1.340
H -3.978 -2.866 -1.863
H -5.043 -3.033 0.383
H -4.121 -1.664 2.264
H -2.182 -0.176 1.820
H 1.721 3.374 -4.041
H 4.042 3.413 -3.120
H 4.531 2.144 -1.019
H 2.688 0.895 0.079
C -0.948 3.367 0.034
O -1.361 2.121 -0.569
H 0.032 3.693 -0.318
H -0.903 3.234 1.108
H -1.688 4.121 -0.214
*
```

expectation value of S²: 0.79
HOMO-LUMO gap (alpha / beta): 0.2363 / 0.2278 hartree
HOMO level (alpha / beta): -14.313 / -14.086 eV
E: -167131.890 eV
LUMO (alpha / beta): -7.88 / -7.89 eV


No. 2
This record from the Open Molecules 2025 dataset describes a structure of composition C19H31AuClNO5Si4Te. The level of theory is ωB97M-V/def2-TZVPD.

```
! RIJCOSX wB97M-V def2-TZVPD def2/J DEFGRID3
* xyz -2 1
Au 0.366 -1.124 1.146
O 3.264 -2.968 -4.252
C 2.649 -2.495 -3.312
C 1.166 -2.599 -3.077
O 0.332 -2.970 -3.891
C 0.943 -2.159 -1.688
C 2.176 -1.649 -1.154
O 2.293 -1.192 0.028
C 3.237 -1.730 -2.158
O 4.374 -1.274 -2.099
O -0.124 -2.194 -1.031
Cl -1.672 2.908 -3.885
C -1.535 3.025 -2.154
C -2.034 4.130 -1.494
C -1.912 4.175 -0.116
C -1.294 3.114 0.533
N -0.808 2.059 -0.112
C -0.926 2.005 -1.434
H -2.506 4.931 -2.048
H -2.297 5.017 0.446
H -1.192 3.091 1.614
H -0.529 1.124 -1.929
C 0.119 2.729 5.278
Si 0.877 1.050 5.659
C 2.544 0.995 4.801
C 1.210 1.018 7.520
Si -0.568 -0.642 4.948
Te -1.472 -0.193 2.699
Si -2.455 -0.638 6.333
C -2.185 -0.852 8.194
C -3.387 0.987 6.135
C -3.595 -2.035 5.801
Si 0.503 -2.706 5.125
C 0.776 -3.197 6.930
C 2.171 -2.700 4.270
C -0.519 -4.054 4.315
H 0.766 3.541 5.627
H -0.861 2.838 5.752
H -0.027 2.835 4.199
H 3.126 1.893 5.029
H 2.417 0.929 3.716
H 3.125 0.125 5.115
H 1.870 1.843 7.806
H 1.685 0.081 7.825
H 0.280 1.115 8.087
H -1.584 -0.036 8.605
H -1.666 -1.787 8.422
H -3.147 -0.861 8.716
H -2.812 1.815 6.562
H -4.360 0.952 6.637
H -3.548 1.206 5.075
H -3.165 -3.005 6.070
H -3.722 -2.019 4.714
H -4.581 -1.956 6.272
H 1.411 -2.472 7.451
H 1.259 -4.177 6.989
H -0.173 -3.253 7.470
H 2.890 -2.041 4.763
H 2.059 -2.355 3.235
H 2.591 -3.710 4.249
H -1.514 -4.145 4.760
H -0.010 -5.020 4.399
H -0.653 -3.825 3.253
*
```

HOMO-LUMO gap: 0.1833 hartree
HOMO level: -0.956 eV
E: -86957.186 eV
LUMO: 4.03 eV


No. 3
This record from the Open Molecules 2025 dataset describes a cluster of 10 separate species, C30H38F8N2O26 in total. The level of theory is ωB97M-V/def2-TZVPD.

```
! RIJCOSX wB97M-V def2-TZVPD def2/J DEFGRID3
* xyz 0 1
O -0.022 -20.052 5.355
C 1.132 -20.245 5.246
O 2.076 -19.632 5.982
C 3.399 -20.029 5.659
C 3.113 -21.184 4.646
F 3.474 -22.352 5.276
O 1.759 -21.080 4.342
H 3.886 -19.175 5.202
H 3.941 -20.294 6.561
H 3.736 -21.090 3.780
O -4.379 -19.246 2.193
C -5.189 -18.387 2.257
O -5.807 -18.018 3.387
C -6.791 -16.959 3.114
C -6.378 -16.561 1.725
F -5.509 -15.476 1.898
O -5.655 -17.598 1.209
H -7.786 -17.401 3.159
H -6.680 -16.116 3.777
H -7.213 -16.282 1.082
O -7.983 -24.100 4.558
C -8.278 -23.231 5.336
O -7.656 -22.853 6.457
C -8.250 -21.701 7.067
C -9.225 -21.256 5.974
F -8.625 -20.219 5.198
O -9.345 -22.352 5.132
H -8.834 -22.039 7.932
H -7.517 -20.952 7.348
H -10.141 -20.996 6.470
O -1.146 -21.103 2.413
C -1.125 -21.972 1.592
O -0.038 -22.640 1.139
C -0.379 -23.567 0.083
C -1.899 -23.580 0.158
F -2.408 -24.683 0.786
O -2.193 -22.469 0.906
H 0.051 -23.213 -0.865
H 0.012 -24.563 0.364
H -2.314 -23.610 -0.840
O 0.928 -27.183 6.449
C 0.569 -26.208 5.895
O 1.367 -25.126 5.616
C 0.622 -24.062 4.948
C -0.610 -24.882 4.504
F -0.376 -25.289 3.167
O -0.578 -26.031 5.287
H 0.312 -23.289 5.647
H 1.149 -23.517 4.176
H -1.521 -24.301 4.516
O -6.532 -24.458 -1.932
C -6.551 -24.258 -0.764
O -7.673 -24.323 0.066
C -7.358 -23.997 1.439
C -5.802 -23.895 1.397
F -5.176 -24.874 2.062
O -5.499 -24.033 0.041
H -7.802 -23.048 1.714
H -7.670 -24.829 2.058
H -5.585 -22.946 1.863
O -4.602 -30.946 3.943
C -4.520 -29.785 3.752
O -5.247 -28.803 4.285
C -4.950 -27.509 3.728
C -3.682 -27.787 2.947
F -2.568 -27.419 3.658
O -3.678 -29.178 2.813
H -5.741 -27.192 3.056
H -4.780 -26.819 4.537
H -3.603 -27.258 2.007
O -4.551 -24.587 5.032
C -4.311 -23.429 5.079
O -3.446 -22.763 4.281
C -3.331 -21.364 4.720
C -4.521 -21.251 5.717
F -5.643 -20.816 5.067
O -4.729 -22.554 6.085
H -2.406 -21.219 5.302
H -3.374 -20.672 3.890
H -4.265 -20.556 6.490
C -3.945 -18.258 9.667
N -4.129 -19.651 10.056
C -5.001 -20.369 9.322
C -5.150 -21.866 9.664
O -5.668 -19.927 8.397
H -3.104 -18.080 8.974
H -3.684 -17.728 10.572
H -4.855 -17.880 9.227
H -3.642 -20.079 10.836
H -6.204 -21.982 9.772
H -4.834 -22.172 10.655
H -4.710 -22.412 8.837
C -1.942 -24.626 10.280
N -1.863 -23.217 9.872
C -1.368 -22.810 8.685
C -1.424 -21.296 8.492
O -0.972 -23.602 7.853
H -1.336 -24.829 11.155
H -1.578 -25.222 9.458
H -2.979 -24.965 10.318
H -2.000 -22.479 10.548
H -1.305 -20.685 9.398
H -2.385 -21.066 8.055
H -0.690 -20.950 7.778
*
```

SMILES string: O=C1OC[C@@H](F)O1.O=C1OC[C@@H](F)O1.O=C1OC[C@@H](F)O1.O=C1OC[C@@H](F)O1.O=C1OC[C@@H](F)O1.O=C1OC[C@@H](F)O1.O=C1OC[C@@H](F)O1.O=C1OC[C@@H](F)O1.CNC(C)=O.CNC(C)=O
HOMO-LUMO gap: 0.3743 hartree
HOMO level: -10.167 eV
E: -109683.307 eV
LUMO: 0.02 eV


Among the records above, which one has the highest E?
C19H31AuClNO5Si4Te


Look up the E of the third one.
-109683.307 eV


The lowest E belongs to which entry?
C18H15IrN3O5Se2


Which formula does entry 2 have?
C19H31AuClNO5Si4Te